DFT (ωB97M-V with the def2-TZVPD basis set) results for a molecular structure, C32H57Cl5CsF5KN6O13P2V in a non-equilibrium geometry.

```
123
Properties=species:S:1:pos:R:3:lowdin_charge:R:1
C 1.36 -3.52 3.45 0.15
C 1.08 -2.82 2.48 -0.13
C 0.94 -2.03 1.09 -0.36
P -0.78 -2.65 0.55 0.73
N -0.55 -3.91 -0.42 -0.16
O -1.79 -1.69 -0.38 -0.24
O -1.65 -3.33 1.85 -0.19
N 1.90 -2.55 0.17 -0.23
P 2.71 -4.09 0.30 1.01
N 3.90 -4.12 1.66 -0.12
O 1.70 -5.35 0.85 -0.27
C 2.69 -1.68 -0.73 -0.26
C 2.43 -1.91 -2.31 -0.13
O 3.64 -2.37 -2.94 0.04
C 4.52 -1.36 -3.24 -0.53
F 3.99 -0.26 -3.90 0.11
F 5.26 -0.87 -2.15 0.10
F 5.48 -1.91 -4.11 0.10
C 2.76 -0.12 -0.35 -0.07
N 1.52 0.42 0.35 -0.12
C 0.57 0.43 -0.82 -0.12
C -0.65 1.44 -0.86 -0.21
C -0.97 2.00 -2.35 -0.08
C 1.91 1.81 0.76 -0.08
C 2.36 2.80 -0.38 -0.27
C 2.19 4.28 0.24 -0.03
F 3.77 2.73 -0.69 -0.05
C 1.08 -0.45 1.54 -0.20
C -0.14 0.11 2.35 -0.14
C -1.53 0.73 2.10 -0.20
C -2.84 -0.12 1.81 -0.21
C -4.13 0.54 2.52 -0.15
C -5.48 0.23 1.75 -0.25
O -5.97 -1.04 2.21 -0.25
C -5.51 -2.11 1.35 -0.28
C 2.24 -0.55 2.69 -0.10
C 1.97 -0.17 4.16 0.01
C 3.07 -0.26 5.17 0.00
C 4.32 -0.76 4.56 -0.17
N 4.70 -1.20 3.32 0.08
C 3.63 -1.07 2.46 -0.11
H 1.60 -4.47 4.00 0.10
H -1.00 -3.77 -1.32 -0.03
H -1.60 -1.71 -1.34 0.07
H -2.59 -3.34 1.53 0.04
H 4.75 -3.69 1.25 0.04
H 4.12 -5.13 1.74 0.05
H 1.43 -5.78 0.01 0.05
H 3.78 -2.03 -0.61 0.13
H 1.95 -1.01 -2.80 0.12
H 1.70 -2.80 -2.36 0.10
H 3.71 0.17 0.23 0.15
H 3.01 0.36 -1.34 0.13
H 0.27 -0.61 -1.18 0.13
H 1.07 0.81 -1.78 0.13
H -0.59 2.35 -0.20 0.11
H -1.59 0.85 -0.59 0.08
H -1.81 2.75 -2.34 0.09
H -0.02 2.40 -2.80 0.06
H -1.30 1.06 -2.92 0.08
H 2.74 1.84 1.54 0.17
H 1.03 2.35 1.25 0.13
H 1.73 2.81 -1.32 0.12
H 3.15 4.88 0.11 0.11
H 1.29 4.81 -0.17 0.07
H 2.05 4.21 1.38 0.08
H -0.36 -0.67 3.16 0.15
H 0.34 1.05 2.81 0.12
H -1.64 1.70 1.52 0.11
H -1.84 1.13 3.14 0.13
H -2.83 -1.19 2.15 0.09
H -3.08 0.02 0.70 0.08
H -4.16 0.33 3.64 0.13
H -3.96 1.67 2.44 0.12
H -6.23 1.04 2.07 0.08
H -5.33 0.32 0.64 0.12
H -6.47 -2.65 0.98 0.07
H -4.89 -1.77 0.46 0.08
H -4.88 -2.84 2.00 -0.21
H 0.99 0.20 4.55 0.10
H 2.95 0.02 6.26 0.12
H 5.18 -0.80 5.31 0.12
H 3.89 -1.47 1.44 0.08
Cl -4.96 -3.53 3.46 -0.32
O 0.85 4.65 -2.44 0.02
C 1.07 5.02 -3.58 -0.51
O 0.12 5.67 -4.26 0.00
C 0.34 6.31 -5.54 -0.23
C 0.20 5.31 -6.67 -0.07
C 2.36 4.69 -4.27 -0.01
H 1.30 6.84 -5.55 0.07
H -0.44 7.07 -5.63 0.12
H 0.95 4.52 -6.61 0.06
H 0.32 5.81 -7.64 0.08
H -0.78 4.83 -6.64 0.07
H 2.30 3.67 -4.67 0.09
H 3.16 4.74 -3.53 0.10
H 2.63 5.38 -5.07 0.04
Cs -6.39 -5.46 2.84 0.87
F 2.14 -4.54 -2.11 -0.57
C 3.93 -4.04 6.23 -0.39
O 2.72 -3.95 6.76 -0.21
H 4.79 -3.80 6.88 0.07
H 4.23 -5.03 5.83 0.06
H 4.14 -3.39 5.35 0.05
O 8.82 -3.22 -2.08 -0.67
V 8.91 -1.68 -2.83 0.99
O 9.02 -0.14 -3.58 -0.66
C -7.03 -0.86 -2.79 0.08
N -6.69 -2.07 -2.00 -0.41
O -7.35 -2.31 -1.03 0.12
O -5.74 -2.76 -2.41 -0.18
H -7.87 -0.36 -2.32 0.11
H -6.15 -0.21 -2.79 0.12
H -7.28 -1.18 -3.80 0.10
C -9.27 1.41 3.25 -2.03
Cl -8.96 0.76 1.62 0.52
Cl -11.01 1.70 3.43 0.52
Cl -8.74 0.24 4.47 0.54
Cl -8.38 2.93 3.46 0.53
K -5.63 -4.49 -3.97 1.03
O 3.16 7.33 -5.02 -0.44
H 2.95 7.47 -4.10 -0.12
```

DFT (ωB97M-V with the def2-TZVPD basis set) results for a molecular structure, C26H48OP2Tl in a non-equilibrium geometry.

```
78
Properties=species:S:1:pos:R:3:lowdin_charge:R:1
Tl -0.71 -0.41 -2.32 0.96
C -0.80 -2.08 1.24 -0.16
C 0.50 -2.57 0.97 -0.16
C 0.70 -0.86 2.48 -0.17
C -0.68 -1.01 2.17 -0.05
C 1.42 -1.81 1.72 -0.08
C -2.07 -2.61 0.68 -0.02
H -1.98 -2.81 -0.40 0.07
H -2.89 -1.89 0.84 0.09
H -2.35 -3.56 1.17 0.11
C -1.80 -0.17 2.64 0.04
H -2.68 -0.78 2.86 0.11
H -2.09 0.57 1.87 0.11
H -1.52 0.37 3.56 0.10
C 1.26 0.12 3.43 -0.03
H 0.65 0.19 4.34 0.09
H 1.32 1.13 2.99 0.08
H 2.28 -0.17 3.73 0.09
C 2.90 -1.98 1.72 0.03
H 3.21 -2.76 2.42 0.13
H 3.39 -1.05 2.01 0.10
H 3.25 -2.27 0.72 0.10
C 0.84 -3.71 0.09 -0.01
H 0.98 -4.64 0.66 0.11
H 1.78 -3.52 -0.45 0.09
H 0.04 -3.90 -0.64 0.09
C -1.67 1.89 -5.50 -0.32
C -2.26 0.69 -6.13 -0.38
C -1.38 -0.25 -6.93 -0.17
C -0.23 -0.76 -6.06 -0.17
C -0.16 -0.10 -4.64 -0.44
C 0.85 1.08 -4.50 -0.34
C 0.88 1.80 -5.87 -0.18
C -0.45 2.45 -6.19 -0.19
H -0.99 0.25 -7.83 0.12
H 0.73 -0.67 -6.56 0.11
H -1.98 -1.10 -7.29 0.12
H -0.63 2.42 -7.28 0.12
H -2.37 2.69 -5.24 0.10
H -3.32 0.74 -6.42 0.14
H -0.41 3.53 -5.96 0.11
H 1.66 2.58 -5.86 0.08
H 1.83 0.59 -4.37 0.12
H 1.17 1.12 -6.68 0.10
H -0.37 -1.84 -5.90 0.11
H 0.27 -1.00 -4.11 0.02
P -2.10 0.30 -4.44 0.71
C -3.10 1.20 -3.23 -0.18
C -2.83 -1.40 -4.43 -0.21
P 2.36 3.48 -2.97 0.92
C 0.79 2.25 -3.47 -0.28
C 3.52 2.10 -2.60 -0.32
C 3.21 4.15 -4.44 -0.33
H -2.61 1.34 -2.25 0.01
H -4.03 0.64 -3.07 0.06
H -3.35 2.20 -3.61 0.07
H -3.23 -1.62 -5.43 0.06
H -3.66 -1.41 -3.70 0.04
H -2.10 -2.17 -4.16 0.03
H 3.01 3.62 -5.38 0.02
H 4.29 4.14 -4.22 0.04
H 2.89 5.20 -4.53 0.03
H 0.44 1.92 -2.47 0.00
H 0.08 3.01 -3.84 0.07
H 3.74 2.16 -1.53 0.02
H 4.46 2.24 -3.16 0.03
H 3.11 1.11 -2.82 0.02
C -2.01 3.33 0.04 -0.05
C -0.80 2.44 -0.24 -0.64
C 0.17 2.42 0.93 -0.07
O -1.19 1.18 -0.64 -0.45
H -2.65 2.88 0.81 0.07
H -2.60 3.44 -0.88 0.07
H -1.71 4.32 0.38 0.08
H -0.24 2.95 -1.05 0.10
H -0.32 2.02 1.83 0.05
H 1.04 1.80 0.71 0.07
H 0.52 3.44 1.17 0.09
```

ΔE to the lowest compared entry with this formula, charge and spin, kJ/mol: 286.73
Total charge: +1

Number 1: gap between HOMO and LUMO 1.133 eV. Number 2: gap between HOMO and LUMO 2.590 eV.